# 1
19
Properties=species:S:1:pos:R:3:forces:R:3:nbo_charge:R:1 method="wB97M-V/def2-TZVPD" total_energy_ha=-452.69173 total_charge=+1 lumo_ha="-0.2070 / -0.2069" gap_ev="6.50 / 6.50" multiplicity=1
C 0.4446 0.3992 -1.6710 -0.860 -0.708 -0.703 -0.072
C -0.2412 -0.6300 -0.9657 -1.190 -1.762 -0.849 -0.378
C 0.8669 1.5567 -1.1071 0.220 1.495 -0.829 -0.186
C 0.3959 1.3852 1.2892 0.371 3.646 -0.776 0.228
C -0.3888 -0.9353 0.3911 0.921 -0.156 0.222 0.146
C -1.3794 -2.2677 2.2175 0.586 -0.393 -0.182 -0.415
N 2.8394 3.3655 -3.6152 -0.598 1.683 3.121 0.035
N 0.5943 1.7544 0.1881 0.647 -1.762 1.106 -0.149
N 2.6405 3.8685 -2.6408 0.738 -1.544 -3.259 -0.022
N -1.1799 -1.9351 0.8142 0.872 0.912 -0.289 -0.527
H 0.5314 0.4144 -2.8029 -0.115 -0.606 1.605 0.267
H -0.8355 -1.4247 -1.5492 1.095 1.598 0.318 0.235
H 1.2723 2.3921 -1.6923 -0.292 -0.508 0.693 0.260
H 0.1869 1.8932 2.2323 -0.299 -1.262 0.270 0.304
H 0.3118 -0.4994 1.1918 -1.310 -0.955 -0.998 0.193
H -0.4389 -2.7399 2.6551 -1.462 0.176 -0.540 0.224
H -1.5233 -1.3124 2.7234 -0.470 -0.332 0.454 0.201
H -2.2881 -2.9201 2.1848 0.999 0.534 0.893 0.241
H -1.8091 -2.3644 0.1566 0.148 -0.056 -0.256 0.414

# 2
18
Properties=species:S:1:pos:R:3:forces:R:3:nbo_charge:R:1 method="wB97M-V/def2-TZVPD" smiles=CC[C@@H](C)OC total_energy_ha=-272.89008 total_charge=0 lumo_ha=0.0419 gap_ev=10.90 multiplicity=1
C 0.5634 1.4750 -1.5535 0.509 -0.481 -2.478 -0.614
C -0.3665 0.2868 -1.2494 -0.583 -0.046 -1.632 -0.406
C -0.4263 -0.1193 0.1910 0.289 0.174 -1.280 0.068
C -1.1840 -1.4472 0.2001 -1.411 -0.752 2.811 -0.635
O 0.9364 -0.2877 0.5407 -0.366 0.124 1.299 -0.546
C 1.1058 -0.1304 1.9240 1.477 -0.486 2.212 -0.264
H 1.6891 1.2435 -1.5105 -1.838 0.131 0.214 0.223
H 0.3566 2.3661 -0.9479 -0.040 -0.191 -0.262 0.205
H 0.3354 1.6556 -2.6837 0.607 0.379 1.937 0.206
H -1.4255 0.4605 -1.6253 1.145 0.221 0.494 0.202
H -0.0641 -0.6091 -1.8679 0.067 0.896 0.663 0.202
H -0.8373 0.7700 0.7658 -0.019 -1.346 -0.201 0.179
H -0.8935 -2.1731 -0.6122 -0.055 0.977 0.954 0.224
H -1.0753 -1.9615 1.2703 -0.224 0.842 -2.335 0.211
H -2.2887 -1.2014 0.1032 1.186 -0.497 -0.001 0.215
H 0.3329 -0.6832 2.5857 0.999 0.647 -1.236 0.168
H 1.0998 0.9700 2.3175 0.051 -1.650 -1.019 0.168
H 2.1420 -0.6146 2.1521 -1.794 1.059 -0.140 0.197

# 3
14
Properties=species:S:1:pos:R:3:forces:R:3:nbo_charge:R:1 method="wB97M-V/def2-TZVPD" smiles="CC(=S)C1CC1" total_energy_ha=-593.42360 total_charge=0 lumo_ha=0.0017 gap_ev=8.38 multiplicity=1
C 1.1560 1.3099 -0.0886 -1.249 2.928 1.127 -0.725
C 1.1273 -0.1203 -0.1945 2.616 -2.542 0.323 0.008
S 2.5730 -0.8999 -0.0337 -0.379 0.089 -0.406 -0.023
C -0.0796 -0.9569 -0.1735 2.070 0.275 -0.847 -0.337
C -1.0518 -0.4917 0.7826 -1.306 2.335 1.812 -0.392
C -1.3317 -0.4616 -0.7252 -2.171 0.231 0.290 -0.409
H 1.9283 1.9002 -0.5982 -0.334 -0.693 -0.379 0.265
H 0.1616 1.7517 -0.1722 -0.090 0.215 -0.902 0.215
H 1.3162 1.6238 0.9541 0.376 -0.581 0.122 0.257
H 0.1053 -1.9929 -0.2261 0.446 -0.929 -0.115 0.241
H -0.7896 0.4181 1.4650 -0.746 -1.698 -1.624 0.222
H -1.6294 -1.2602 1.2553 -0.075 -0.084 0.536 0.223
H -1.4204 0.4583 -1.3219 0.167 -0.557 0.463 0.229
H -2.0653 -1.2785 -0.9231 0.675 1.012 -0.401 0.228

# 4
17
Properties=species:S:1:pos:R:3:forces:R:3:nbo_charge:R:1 method="wB97M-V/def2-TZVPD" total_energy_ha=-363.88461 total_charge=0 lumo_ha=0.0273 gap_ev=9.56 multiplicity=1
C 0.9747 0.7963 0.1989 1.293 -1.563 0.191 0.066
C 1.0932 0.3954 -1.2775 -1.847 -2.175 0.172 -0.189
C 0.2935 -0.6792 -1.5651 1.309 0.552 -1.034 -0.188
C -0.2849 -1.1196 -0.2674 -0.050 1.989 -1.060 -0.106
C -1.2101 -0.6187 1.4293 -0.775 -1.399 2.391 -0.221
C -0.3521 0.1705 0.5052 0.013 1.918 -0.704 -0.263
H 1.4072 2.3317 1.2044 0.053 0.404 0.299 0.471
H 1.7525 0.2468 0.7964 -0.087 0.434 -0.466 0.162
H 1.7287 0.8562 -1.9848 0.689 0.564 -0.388 0.216
H 0.2699 -1.2245 -2.5426 -0.050 0.673 1.001 0.223
H 0.4780 -1.6684 0.2824 -0.196 -0.894 -0.008 0.184
H -2.3281 -0.7874 -0.1854 1.075 -1.163 -0.279 0.342
H -0.6795 -1.3326 2.0995 -0.265 0.686 -0.160 0.193
H -2.0268 -0.0971 1.9885 0.594 -0.538 -0.522 0.201
H -1.0513 0.9625 0.1300 0.187 -0.966 -0.629 0.196
N -1.6205 -1.4603 0.2142 -2.139 0.194 0.912 -0.584
O 1.0884 2.1583 0.3215 0.195 1.284 0.283 -0.701

# 5
90
Properties=species:S:1:pos:R:3:forces:R:3:lowdin_charge:R:1 method="wB97M-V/def2-TZVPD" smiles="CC1=C(CCCF)C(=O)C(CC(=O)O)=C(CC(N)(N)N)C1=O.CN(C)C=O.CN(C)C=O.CN(C)C=O.CN(C)C=O" total_energy_ha=-2104.58999 total_charge=0 lumo_ha=-0.0143 gap_ev=8.39 multiplicity=1
C -1.9562 -3.4661 -0.8403 -0.044 0.028 0.641 -0.009
C -2.5022 -2.1356 -0.4258 -0.042 0.200 -0.128 -0.136
C -1.7940 -1.0649 -0.0442 -0.218 -0.362 0.091 -0.106
C -0.3020 -1.0275 -0.0102 0.008 -0.196 -0.449 -0.115
C 0.2436 -0.5205 -1.3666 -0.084 0.369 0.290 -0.144
C 0.7994 0.8876 -1.3019 0.063 -0.285 -0.593 -0.207
F 1.5895 1.0668 -0.1822 0.150 0.138 0.302 -0.053
C -2.5504 0.1656 0.3512 0.237 0.228 0.365 -0.263
O -2.1216 0.9087 1.2141 -0.156 -0.163 -0.841 0.140
C -3.8210 0.4187 -0.4159 0.022 0.038 0.068 -0.072
C -4.2319 1.8412 -0.6654 -0.056 -0.271 0.566 -0.032
C -5.0403 2.3662 0.5203 0.143 -0.425 1.718 -0.489
O -4.8139 2.0234 1.6725 -0.664 0.451 -1.882 0.099
O -6.0531 3.2157 0.2543 0.637 0.259 0.470 0.089
C -4.5028 -0.6461 -0.8448 0.070 -0.117 -0.002 -0.086
C -5.7431 -0.6870 -1.6817 0.085 0.160 0.068 -0.066
C -7.0602 -0.2896 -0.9740 -0.816 -0.711 -0.665 -0.646
N -8.1023 -1.2097 -1.5412 0.616 0.344 -0.068 0.072
N -7.0701 -0.4661 0.4428 -0.404 0.403 0.202 0.120
N -7.3404 1.1118 -1.2728 0.338 -0.261 0.350 0.092
C -3.9830 -1.9920 -0.4413 -0.213 -0.243 0.412 -0.288
O -4.7370 -2.9060 -0.1412 0.432 0.525 -0.463 0.116
H -1.0362 -3.3739 -1.4008 0.134 0.048 -0.245 0.081
H -1.7329 -4.0540 0.0474 0.070 -0.177 0.121 0.098
H -2.7062 -4.0186 -1.3891 -0.050 -0.117 -0.255 0.082
H 0.0579 -0.4091 0.8006 0.017 0.132 0.191 0.114
H 0.0813 -2.0287 0.1289 0.116 -0.212 0.243 0.103
H 0.9971 -1.1878 -1.7666 0.198 -0.201 0.140 0.102
H -0.5755 -0.4894 -2.0803 -0.084 -0.083 -0.295 0.117
H 0.0126 1.6357 -1.3181 -0.141 0.194 0.359 0.112
H 1.4370 1.0604 -2.1662 0.079 0.116 -0.152 0.113
H -4.7917 1.9076 -1.5882 -0.126 0.164 -0.097 0.092
H -3.3352 2.4486 -0.7301 0.130 0.278 -0.086 0.132
H -5.9605 3.5651 -0.6397 -0.040 -0.240 -0.525 0.064
H -5.8406 -1.7000 -2.0525 -0.077 -0.243 0.040 0.111
H -5.6242 -0.0467 -2.5522 0.091 0.194 -0.135 0.123
H -8.9748 -0.7000 -1.5982 -0.206 -0.076 0.264 0.062
H -7.8520 -1.4242 -2.4994 -0.052 -0.086 -0.117 0.054
H -6.7969 0.3652 0.9440 0.340 -0.011 0.087 0.070
H -6.5351 -1.2683 0.7326 -0.003 -0.170 0.115 0.078
H -8.1106 1.4188 -0.6933 -0.147 0.111 0.027 0.087
H -7.6186 1.1661 -2.2391 -0.123 0.179 -0.224 0.082
C -5.3724 7.6808 -3.1535 0.169 -0.053 0.032 -0.050
N -4.8018 6.3804 -2.8574 -0.015 0.080 -0.043 -0.189
C -3.3662 6.2636 -2.6494 -0.067 -0.126 0.020 -0.029
C -5.5529 5.2767 -2.7664 -0.115 0.156 -0.089 -0.329
O -5.1144 4.1627 -2.5222 -0.051 -0.092 0.225 -0.002
H -4.9420 8.0798 -4.0734 -0.040 0.045 0.002 0.092
H -5.1681 8.3751 -2.3370 -0.037 0.041 -0.025 0.093
H -6.4491 7.5942 -3.2787 -0.017 -0.031 0.005 0.084
H -2.9369 5.5768 -3.3787 0.040 0.007 0.014 0.094
H -3.1630 5.8723 -1.6526 0.044 0.008 -0.003 0.095
H -2.9051 7.2413 -2.7559 -0.029 0.034 -0.007 0.087
H -6.6258 5.4625 -2.9368 0.010 -0.002 0.010 0.141
C 5.0829 -1.9892 2.6722 -0.014 0.141 -0.288 -0.058
N 4.4567 -1.7718 1.3765 0.148 0.011 0.134 -0.179
C 4.8393 -0.6120 0.5866 -0.152 -0.067 -0.049 -0.024
C 3.5330 -2.6005 0.8819 -0.154 -0.009 0.052 -0.349
O 2.9846 -2.4554 -0.2020 -0.167 0.014 0.069 -0.026
H 4.8839 -1.1468 3.3320 0.014 -0.034 0.077 0.072
H 6.1606 -2.0994 2.5508 0.015 -0.022 0.104 0.093
H 4.6902 -2.8903 3.1337 -0.007 -0.017 0.019 0.085
H 3.9689 0.0183 0.3990 0.028 0.019 -0.025 0.083
H 5.2443 -0.9294 -0.3753 0.027 0.044 -0.008 0.085
H 5.5926 -0.0434 1.1250 0.023 -0.023 0.041 0.087
H 3.3034 -3.4467 1.5492 0.001 0.001 0.003 0.140
C 4.7664 -3.3919 -2.5191 0.319 -0.164 -0.195 -0.056
N 6.1337 -3.8632 -2.3760 -0.164 0.074 -0.103 -0.194
C 7.0291 -3.8323 -3.5189 0.035 -0.054 0.157 -0.046
C 6.6053 -4.3301 -1.2073 0.005 -0.013 0.161 -0.359
O 7.7394 -4.7308 -1.0275 0.061 -0.008 -0.029 0.007
H 4.2475 -3.9822 -3.2786 -0.053 0.061 0.002 0.091
H 4.7671 -2.3426 -2.8218 -0.126 0.009 0.015 0.090
H 4.2355 -3.4807 -1.5761 0.030 0.025 -0.109 0.047
H 7.3845 -4.8378 -3.7470 0.035 0.020 -0.039 0.091
H 7.8977 -3.2095 -3.3012 0.024 -0.015 -0.048 0.090
H 6.5008 -3.4303 -4.3793 -0.043 0.013 0.001 0.083
H 5.8511 -4.3127 -0.4009 -0.021 0.003 -0.016 0.131
C 8.0560 0.2211 7.2738 -0.173 0.061 -0.115 -0.058
N 7.0557 -0.3775 6.4121 0.084 0.122 0.072 -0.196
C 6.0141 0.4624 5.8447 0.002 -0.177 -0.014 -0.038
C 7.0575 -1.6905 6.1195 0.059 -0.161 0.066 -0.342
O 6.2411 -2.2434 5.4082 -0.051 0.071 -0.054 0.009
H 7.5811 0.6741 8.1461 0.063 0.013 0.031 0.090
H 8.6087 0.9916 6.7331 0.048 0.009 0.055 0.089
H 8.7562 -0.5391 7.6122 -0.001 -0.035 -0.009 0.082
H 5.0318 0.1080 6.1586 -0.022 0.036 -0.030 0.097
H 6.0563 0.4282 4.7557 -0.029 0.049 -0.009 0.081
H 6.1530 1.4869 6.1783 0.029 0.012 0.025 0.086
H 7.8856 -2.2388 6.5984 0.012 0.012 0.005 0.134

# 6
15
Properties=species:S:1:pos:R:3:forces:R:3:nbo_charge:R:1 method="wB97M-V/def2-TZVPD" smiles="CC1(OCO)C=C1" total_energy_ha=-345.66233 total_charge=0 lumo_ha=0.0316 gap_ev=10.58 multiplicity=1
C -0.5545 1.9158 -0.2917 0.014 0.097 0.008 -0.631
C -0.1572 0.4812 -0.1025 -0.118 0.266 0.109 0.227
O 1.2572 0.3629 0.0431 -0.089 -0.092 0.008 -0.519
C 1.4865 -0.9448 0.4662 -0.287 -0.159 0.849 0.227
O 1.4358 -1.8236 -0.5917 -0.128 -0.151 -0.216 -0.697
C -0.9685 -0.6444 -0.6292 -0.896 0.623 0.304 -0.324
C -0.9605 -0.4944 0.6764 -1.066 0.581 -0.464 -0.201
H -0.1965 2.2932 -1.2544 0.002 -0.026 0.135 0.225
H -0.1280 2.5282 0.5069 -0.039 0.007 -0.111 0.223
H -1.6449 2.0001 -0.2701 0.176 0.032 -0.009 0.213
H 0.5938 -1.1471 1.1504 1.331 -0.324 0.009 0.136
H 2.3985 -1.0595 1.0476 0.157 0.139 -0.360 0.181
H 0.5213 -1.6729 -0.9375 0.703 -0.539 -0.106 0.465
H -1.6345 -0.9511 -1.4158 0.231 -0.298 -0.264 0.241
H -1.5300 -0.6524 1.5750 0.010 -0.157 0.109 0.234

# 7
15
Properties=species:S:1:pos:R:3:forces:R:3:nbo_charge:R:1 method="wB97M-V/def2-TZVPD" smiles="C=CCC.O" total_energy_ha=-233.56703 total_charge=0 lumo_ha=0.0369 gap_ev=10.35 multiplicity=1
C 1.0441 -0.3021 0.1794 1.551 -2.641 -5.933 -0.399
C 0.9796 -1.5797 -0.2505 -0.636 1.107 0.097 -0.155
C 0.2536 -2.7077 0.4099 -2.695 -1.929 -2.737 -0.450
C -1.3017 -2.6565 0.8693 1.710 2.550 -0.211 -0.605
H 1.3501 0.4093 -0.5957 0.456 0.035 0.776 0.199
H 0.7450 0.0102 1.0552 -1.883 1.608 4.394 0.180
H 1.4620 -1.8806 -1.1906 -0.352 0.546 0.199 0.194
H 0.2668 -3.5959 -0.3297 0.115 1.368 0.912 0.197
H 0.8523 -3.0597 1.1483 1.585 -1.081 2.771 0.213
H -1.6929 -1.6436 0.5565 0.233 -0.986 0.614 0.210
H -1.8993 -3.3719 0.3673 -0.313 -0.839 -0.630 0.207
H -1.4476 -2.8101 1.9456 0.229 0.263 -0.252 0.209
O -0.4293 5.9115 -1.0237 -0.364 -0.341 -3.616 -0.924
H -1.1341 6.0022 -1.7362 1.568 -0.262 1.091 0.465
H -0.9218 6.1236 -0.2793 -1.203 0.602 2.525 0.459

# 8
15
Properties=species:S:1:pos:R:3:forces:R:3:nbo_charge:R:1 method="wB97M-V/def2-TZVPD" smiles=NC(CO)CO total_energy_ha=-324.85280 total_charge=0 lumo_ha=0.0297 gap_ev=9.63 multiplicity=1
N 0.0218 0.6644 -1.6407 0.036 -2.606 -0.681 -0.842
C 0.3259 0.1587 -0.3268 -3.499 -2.012 0.336 -0.078
C -0.5701 0.7074 0.8529 -0.348 -2.073 0.395 -0.093
O -0.1964 2.0427 0.9539 -5.127 0.355 1.672 -0.719
C 0.3686 -1.4738 -0.2523 -0.806 3.949 -3.765 -0.068
O 0.7475 -1.7647 1.0132 -0.282 -1.771 1.710 -0.702
H -0.8144 0.2911 -2.0481 -0.390 -0.663 0.033 0.348
H -0.0978 1.6127 -1.7648 0.230 2.573 0.422 0.366
H 1.2953 0.4730 -0.1417 2.022 0.589 0.927 0.172
H -0.5530 -0.0824 1.7384 1.357 2.213 -0.766 0.150
H -1.6983 0.7285 0.8937 0.871 0.098 -1.657 0.181
H 0.6690 2.2419 0.8890 4.621 0.310 -0.220 0.465
H 1.2012 -1.6900 -0.9719 -1.044 -0.555 0.397 0.183
H -0.6970 -1.7407 -0.6610 1.986 -0.421 1.027 0.162
H -0.0023 -2.1687 1.4662 0.375 0.014 0.169 0.476